(1)
{"formula": "C27H39N4O2Si4TeW", "method": "ωB97M-V with the def2-TZVPD basis set", "symbols": ["W", "O", "C", "N", "C", "C", "C", "C", "C", "C", "N", "C", "O", "C", "C", "C", "C", "C", "N", "C", "C", "C", "C", "C", "N", "H", "H", "H", "H", "H", "H", "H", "H", "H", "H", "H", "H", "C", "Si", "C", "C", "Si", "Te", "Si", "C", "C", "C", "Si", "C", "C", "C", "H", "H", "H", "H", "H", "H", "H", "H", "H", "H", "H", "H", "H", "H", "H", "H", "H", "H", "H", "H", "H", "H", "H", "H", "H", "H", "H"], "positions_angstrom": [[2.013, -0.164, 1.977], [3.261, 0.359, 0.387], [3.536, 1.192, 1.357], [3.897, 0.719, 2.586], [4.527, -0.563, 2.533], [5.824, -0.672, 2.001], [6.451, -1.887, 1.970], [5.780, -3.045, 2.414], [4.497, -2.962, 2.881], [3.862, -1.710, 2.970], [2.543, -1.631, 3.519], [1.588, -2.159, 2.711], [1.743, -2.182, 1.419], [0.221, -1.900, 3.273], [-0.791, -2.699, 3.733], [-1.887, -2.047, 4.293], [-1.905, -0.662, 4.360], [-0.848, 0.063, 3.838], [0.205, -0.555, 3.301], [2.758, 2.467, 1.479], [2.953, 3.716, 0.955], [2.040, 4.695, 1.342], [1.005, 4.363, 2.202], [0.869, 3.058, 2.645], [1.748, 2.115, 2.298], [6.326, 0.228, 1.669], [7.468, -1.960, 1.611], [6.285, -4.001, 2.393], [3.969, -3.837, 3.235], [-0.720, -3.776, 3.688], [-2.712, -2.622, 4.695], [-2.730, -0.139, 4.822], [-0.840, 1.141, 3.860], [3.786, 3.924, 0.299], [2.146, 5.712, 0.987], [0.303, 5.111, 2.541], [0.065, 2.780, 3.309], [1.785, -0.798, -4.456], [0.485, -2.073, -4.422], [-0.855, -2.052, -5.651], [0.613, -3.420, -3.205], [-2.130, 0.685, -1.063], [-0.132, 0.417, 0.169], [-2.198, 2.759, -2.273], [-3.086, 3.857, -1.055], [-0.448, 3.304, -2.610], [-3.198, 2.442, -3.813], [-3.810, -0.925, -0.482], [-4.637, -0.096, 0.970], [-2.943, -2.508, -0.013], [-4.940, -1.095, -1.953], [2.700, -1.256, -4.855], [2.024, -0.458, -3.445], [1.531, 0.050, -5.091], [-0.457, -2.523, -6.563], [-1.146, -1.039, -5.933], [-1.724, -2.633, -5.345], [1.392, -4.113, -3.551], [-0.312, -3.986, -3.103], [0.939, -3.044, -2.232], [-2.613, 3.857, -0.072], [-4.134, 3.575, -0.937], [-3.067, 4.884, -1.432], [0.238, 2.968, -1.831], [-0.413, 4.395, -2.646], [-0.092, 2.933, -3.572], [-4.114, 1.884, -3.607], [-2.627, 1.903, -4.571], [-3.497, 3.398, -4.251], [-3.922, 0.183, 1.746], [-5.355, -0.792, 1.412], [-5.191, 0.796, 0.672], [-1.971, -2.318, 0.446], [-2.800, -3.157, -0.879], [-3.556, -3.056, 0.706], [-5.316, -0.128, -2.292], [-5.808, -1.699, -1.676], [-4.453, -1.591, -2.794]], "forces_ev_per_angstrom": [[-1.33, 0.30, 0.49], [0.06, 0.11, 0.04], [0.12, -0.05, 0.02], [-0.06, -0.30, -0.06], [0.44, 0.01, -0.08], [-0.11, 0.08, 0.02], [-0.02, -0.13, 0.02], [0.10, 0.07, -0.06], [-0.12, 0.08, 0.01], [0.26, -0.37, 0.18], [0.19, 0.17, -0.29], [0.06, 0.03, 0.02], [0.06, 0.01, 0.09], [0.27, 0.00, 0.26], [-0.02, 0.00, 0.05], [0.02, -0.04, -0.01], [0.00, 0.02, 0.00], [0.00, -0.03, -0.02], [-0.19, -0.02, -0.17], [0.39, -0.06, 0.23], [-0.08, 0.07, 0.10], [0.06, -0.01, -0.04], [-0.03, -0.02, 0.05], [0.01, -0.03, 0.10], [-0.19, -0.07, -0.56], [0.02, -0.01, 0.00], [0.00, -0.01, 0.00], [0.00, 0.00, -0.01], [0.01, -0.01, 0.01], [0.00, 0.00, 0.00], [0.00, 0.00, 0.00], [0.00, 0.00, 0.00], [-0.02, -0.01, -0.01], [0.00, 0.02, 0.01], [0.01, 0.00, 0.00], [0.00, 0.00, 0.00], [-0.01, 0.00, -0.03], [0.02, 0.02, 0.00], [0.05, -0.05, -0.09], [-0.01, -0.01, -0.03], [0.00, -0.02, 0.02], [-0.19, -0.17, 0.28], [0.20, 0.38, -0.51], [0.04, 0.01, -0.08], [-0.02, -0.04, 0.05], [0.00, 0.01, 0.02], [0.00, 0.01, 0.00], [0.00, 0.08, -0.13], [-0.01, 0.00, 0.04], [0.00, -0.01, 0.02], [-0.04, -0.04, 0.03], [0.00, 0.00, 0.01], [0.00, 0.00, -0.01], [0.00, 0.00, 0.00], [0.00, 0.00, 0.00], [0.00, 0.00, 0.00], [0.00, 0.00, 0.00], [0.00, 0.00, 0.00], [0.00, 0.00, 0.00], [0.00, -0.01, 0.00], [0.01, 0.02, 0.00], [0.00, -0.01, 0.02], [-0.01, -0.01, -0.02], [0.00, 0.03, 0.00], [0.00, 0.00, -0.02], [0.01, -0.03, 0.02], [-0.01, 0.01, -0.01], [-0.01, -0.02, 0.02], [0.01, 0.01, 0.00], [0.01, 0.00, 0.01], [-0.02, 0.01, -0.01], [0.01, 0.01, 0.01], [0.00, -0.01, 0.02], [0.03, 0.02, 0.00], [-0.01, -0.02, -0.01], [-0.01, 0.00, 0.01], [0.00, -0.01, -0.01], [0.01, 0.01, 0.00]], "lowdin_charge": [1.57, -0.12, -0.49, 0.08, -0.24, 0.02, -0.01, -0.01, 0.02, -0.24, 0.09, -0.48, -0.11, -0.21, 0.05, 0.01, 0.00, -0.08, -0.05, -0.23, 0.05, 0.01, 0.00, -0.09, -0.03, 0.14, 0.13, 0.13, 0.14, 0.14, 0.13, 0.13, 0.10, 0.14, 0.13, 0.13, 0.11, -0.15, 0.90, -0.15, -0.15, 0.27, 0.64, 0.34, -0.20, -0.21, -0.21, 0.33, -0.20, -0.21, -0.21, 0.07, 0.05, 0.05, 0.08, 0.05, 0.05, 0.07, 0.05, 0.05, 0.03, 0.04, 0.05, -0.01, 0.05, 0.03, 0.03, 0.03, 0.05, 0.02, 0.05, 0.04, -0.01, 0.03, 0.05, 0.03, 0.05, 0.03], "largest_force_ev_per_a": 1.4, "orbital_gap_ev": [5.9, 5.4], "total_charge": 3, "total_energy_ev": -79290.5764, "e_homo_ev": [-15.3, -15.3]}

(2)
{"formula": "C27H39NP2SbZr", "method": "ωB97M-V with the def2-TZVPD basis set", "symbols": ["Zr", "C", "P", "C", "C", "C", "C", "C", "C", "C", "P", "C", "C", "H", "H", "H", "H", "H", "H", "H", "H", "H", "H", "H", "H", "H", "H", "H", "H", "C", "C", "C", "C", "N", "C", "C", "C", "C", "C", "C", "C", "H", "H", "H", "H", "H", "H", "H", "H", "C", "C", "Sb", "C", "C", "C", "C", "H", "H", "H", "H", "H", "H", "H", "H", "H", "H", "H", "H", "H", "H", "H"], "positions_angstrom": [[0.268, -0.383, -0.325], [-1.750, -1.406, 2.718], [-0.061, -0.916, 2.292], [0.969, -2.309, 2.835], [0.349, 0.476, 3.370], [0.204, 0.336, 4.748], [0.482, 1.401, 5.593], [0.905, 2.612, 5.065], [1.057, 2.760, 3.693], [0.786, 1.693, 2.840], [1.035, 1.828, 1.056], [2.788, 1.346, 0.791], [0.987, 3.583, 0.623], [-2.441, -0.580, 2.556], [-1.782, -1.696, 3.769], [-2.048, -2.254, 2.100], [0.891, -2.404, 3.918], [2.015, -2.150, 2.572], [0.612, -3.230, 2.374], [-0.139, -0.598, 5.177], [0.359, 1.287, 6.662], [1.117, 3.446, 5.721], [1.386, 3.715, 3.307], [3.443, 2.119, 1.198], [3.024, 1.249, -0.273], [3.013, 0.416, 1.318], [1.733, 4.124, 1.203], [0.002, 4.008, 0.814], [1.227, 3.694, -0.435], [3.747, -3.179, -0.423], [3.082, -4.402, -0.344], [1.698, -4.440, -0.383], [0.970, -3.268, -0.499], [1.633, -2.072, -0.536], [2.991, -2.044, -0.510], [-0.511, -3.215, -0.632], [-1.257, -4.382, -0.722], [-2.629, -4.329, -0.942], [-3.279, -3.108, -1.068], [-2.555, -1.935, -0.939], [-1.167, -1.949, -0.730], [4.826, -3.116, -0.419], [3.645, -5.323, -0.264], [1.191, -5.392, -0.340], [3.461, -1.072, -0.575], [-0.791, -5.355, -0.645], [-3.190, -5.251, -1.023], [-4.345, -3.075, -1.254], [-3.089, -0.996, -1.008], [1.067, 3.898, -3.856], [-0.184, 3.593, -3.045], [-0.390, 1.562, -2.402], [-2.304, 1.734, -1.394], [-2.291, 1.375, 0.098], [-0.977, 0.486, -4.165], [-1.947, 1.289, -5.023], [1.058, 4.952, -4.137], [1.109, 3.317, -4.777], [1.984, 3.717, -3.294], [-1.101, 3.717, -3.621], [-0.267, 4.189, -2.138], [-2.998, 1.105, -1.951], [-2.629, 2.766, -1.527], [-1.888, 0.359, 0.287], [-3.303, 1.341, 0.506], [-1.732, 2.095, 0.691], [-1.414, -0.441, -3.794], [-0.063, 0.235, -4.700], [-2.875, 1.522, -4.498], [-2.210, 0.702, -5.904], [-1.509, 2.220, -5.381]], "forces_ev_per_angstrom": [[0.24, -0.52, -0.14], [-0.04, -0.04, -0.06], [0.02, 0.12, 0.26], [0.00, 0.01, -0.04], [-0.04, -0.09, 0.11], [0.01, 0.03, 0.04], [-0.01, -0.02, -0.01], [0.00, 0.01, 0.00], [0.01, 0.03, 0.05], [-0.02, 0.15, -0.04], [0.11, -0.17, 0.13], [-0.06, 0.10, 0.02], [-0.07, -0.06, -0.12], [-0.01, 0.01, 0.01], [-0.04, 0.00, 0.02], [-0.01, -0.01, 0.02], [0.01, -0.05, 0.02], [0.02, 0.00, 0.02], [0.00, -0.01, 0.00], [0.01, 0.01, 0.00], [0.01, 0.00, -0.02], [0.00, -0.01, -0.01], [0.00, -0.01, 0.00], [0.05, -0.02, 0.03], [0.01, 0.03, -0.03], [0.01, -0.03, 0.01], [0.00, 0.05, -0.01], [0.00, 0.00, 0.02], [0.03, 0.02, 0.01], [0.07, -0.15, 0.01], [0.00, -0.02, 0.01], [0.08, -0.13, -0.01], [-0.07, 0.15, -0.09], [0.13, -0.03, 0.01], [-0.20, 0.06, -0.02], [0.06, 0.24, -0.11], [-0.07, -0.10, -0.01], [0.02, -0.02, 0.01], [-0.01, -0.08, -0.01], [0.13, -0.05, 0.05], [-0.09, 0.29, 0.23], [0.00, -0.02, 0.00], [-0.01, 0.01, 0.00], [0.02, 0.00, 0.00], [-0.01, 0.06, 0.00], [-0.01, 0.00, -0.02], [0.01, 0.01, 0.00], [0.01, -0.01, 0.01], [0.00, 0.03, 0.00], [-0.05, 0.05, -0.01], [0.21, -0.18, 0.09], [-0.47, 0.18, -0.29], [0.06, -0.07, 0.11], [0.04, 0.16, -0.35], [0.11, 0.15, 0.06], [0.00, -0.07, -0.06], [0.01, -0.02, -0.02], [0.00, -0.02, 0.02], [0.00, 0.00, 0.01], [-0.01, 0.11, -0.01], [-0.01, 0.08, -0.04], [-0.02, -0.02, 0.01], [-0.03, 0.01, 0.00], [-0.09, -0.05, 0.13], [-0.01, -0.08, 0.00], [0.00, 0.02, 0.04], [-0.03, -0.05, -0.03], [-0.01, -0.02, -0.04], [0.01, 0.01, 0.01], [-0.03, 0.02, 0.02], [0.02, -0.01, 0.00]], "nbo_charge": [1.70, -0.93, 0.87, -0.93, -0.36, -0.17, -0.15, -0.16, -0.12, -0.38, 0.85, -0.96, -0.94, 0.26, 0.27, 0.27, 0.28, 0.25, 0.26, 0.23, 0.26, 0.26, 0.22, 0.30, 0.25, 0.26, 0.27, 0.27, 0.26, -0.22, -0.05, -0.22, 0.23, -0.68, 0.07, -0.01, -0.19, -0.12, -0.19, -0.10, -0.65, 0.27, 0.27, 0.26, 0.22, 0.24, 0.26, 0.26, 0.21, -0.64, -0.63, 0.97, -0.70, -0.56, -0.66, -0.64, 0.26, 0.23, 0.21, 0.25, 0.23, 0.25, 0.26, 0.14, 0.27, 0.22, 0.23, 0.25, 0.22, 0.26, 0.22], "largest_force_ev_per_a": 0.6, "orbital_gap_ev": 7.3, "total_charge": 3, "total_energy_ev": -56492.6227, "e_homo_ev": -17.4}

(3)
{"formula": "C27H40BBrF4N5O5Tl", "method": "ωB97M-V with the def2-TZVPD basis set", "symbols": ["Tl", "C", "C", "C", "C", "C", "C", "C", "Br", "C", "O", "C", "C", "C", "C", "C", "C", "H", "H", "H", "H", "H", "H", "H", "H", "H", "H", "H", "H", "H", "H", "H", "H", "H", "H", "H", "H", "C", "N", "C", "C", "N", "H", "H", "H", "H", "H", "H", "F", "B", "F", "F", "F", "O", "N", "O", "O", "C", "C", "N", "C", "C", "C", "O", "C", "C", "C", "C", "N", "C", "H", "H", "H", "H", "H", "H", "H", "H", "H", "H", "H", "H", "H", "H"], "positions_angstrom": [[-8.813, -10.035, -17.200], [-13.354, -15.487, -20.072], [-13.737, -14.010, -20.404], [-15.061, -13.668, -19.700], [-13.920, -13.957, -21.925], [-12.695, -13.010, -19.974], [-11.586, -13.431, -19.275], [-10.619, -12.536, -18.928], [-9.060, -13.229, -18.048], [-10.699, -11.184, -19.238], [-9.632, -10.386, -19.059], [-11.849, -10.714, -19.893], [-12.831, -11.654, -20.246], [-12.064, -9.244, -20.328], [-13.518, -8.864, -19.959], [-11.175, -8.195, -19.656], [-11.883, -9.103, -21.819], [-14.188, -16.092, -20.451], [-13.246, -15.684, -18.979], [-12.449, -15.784, -20.577], [-15.844, -14.390, -19.986], [-15.357, -12.661, -20.001], [-14.938, -13.639, -18.628], [-14.654, -14.695, -22.276], [-12.965, -14.126, -22.438], [-14.306, -12.965, -22.233], [-11.437, -14.470, -19.003], [-13.703, -11.297, -20.783], [-13.692, -9.035, -18.894], [-14.267, -9.411, -20.519], [-13.684, -7.811, -20.173], [-11.218, -8.250, -18.560], [-11.569, -7.216, -19.899], [-10.125, -8.186, -19.945], [-12.536, -9.782, -22.368], [-10.854, -9.309, -22.073], [-12.101, -8.081, -22.091], [-6.138, -11.994, -21.247], [-6.078, -10.757, -20.452], [-5.534, -9.504, -21.050], [-6.511, -10.712, -19.223], [-6.800, -10.768, -18.114], [-5.123, -12.332, -21.424], [-6.657, -11.785, -22.193], [-6.738, -12.749, -20.715], [-4.636, -9.758, -21.607], [-5.306, -8.813, -20.259], [-6.266, -9.078, -21.747], [-7.561, -6.171, -18.921], [-7.205, -7.028, -17.945], [-8.410, -7.871, -17.712], [-6.171, -7.899, -18.357], [-6.922, -6.496, -16.731], [-12.212, -10.030, -15.047], [-11.198, -9.989, -15.679], [-10.587, -11.048, -15.999], [-10.722, -8.916, -16.095], [-2.212, -10.656, -12.879], [-2.940, -9.940, -13.999], [-3.497, -8.666, -13.585], [-2.517, -7.571, -13.331], [-2.568, -7.065, -11.915], [-4.783, -8.289, -13.808], [-5.127, -7.132, -13.841], [-5.807, -9.380, -14.035], [-5.934, -10.491, -13.232], [-6.975, -11.390, -13.477], [-7.820, -11.152, -14.527], [-7.656, -10.078, -15.325], [-6.699, -9.205, -15.094], [-1.891, -11.659, -13.140], [-2.884, -10.719, -12.029], [-1.333, -10.074, -12.560], [-3.743, -10.552, -14.429], [-2.260, -9.690, -14.838], [-2.734, -6.762, -14.031], [-1.541, -8.004, -13.618], [-3.557, -6.620, -11.685], [-1.802, -6.303, -11.792], [-2.357, -7.869, -11.179], [-5.264, -10.664, -12.413], [-7.125, -12.280, -12.907], [-8.678, -11.758, -14.705], [-6.617, -8.308, -15.717]], "forces_ev_per_angstrom": [[-0.84, 0.12, -0.02], [-0.84, 0.61, 0.66], [-0.31, -0.99, 0.09], [0.01, -0.03, -0.68], [-0.30, 0.64, -0.31], [-0.17, -0.02, -0.01], [0.12, -0.68, 0.20], [0.43, 0.05, 0.25], [-0.21, 0.22, -0.08], [0.47, 0.37, -0.20], [0.05, 0.08, -0.07], [-0.37, 0.01, -0.27], [0.63, 0.34, 0.07], [-0.43, -0.18, 0.80], [0.23, 0.08, 0.19], [0.15, 0.07, 0.77], [-0.06, -0.38, -0.17], [0.28, -0.10, 0.16], [-0.11, 0.20, -0.75], [0.35, -0.14, -0.19], [0.17, 0.30, 0.18], [-0.25, -0.07, -0.03], [0.01, -0.21, 0.38], [0.21, 0.07, 0.16], [-0.21, 0.00, 0.06], [0.26, -0.43, 0.08], [-0.11, 0.13, -0.11], [0.10, -0.15, 0.05], [-0.04, 0.06, -0.05], [-0.10, -0.19, -0.12], [0.02, 0.15, 0.02], [0.03, -0.12, -0.22], [-0.17, 0.31, -0.20], [-0.12, -0.28, -0.10], [0.00, 0.03, -0.12], [0.36, -0.12, -0.26], [-0.12, 0.36, -0.29], [-0.80, 0.36, 0.19], [0.01, 0.70, 0.02], [-0.48, -0.90, -0.36], [0.88, -0.51, -1.99], [-0.24, 0.08, 1.62], [0.07, -0.23, -0.12], [0.28, -0.04, 0.20], [0.41, 0.29, -0.10], [0.13, -0.03, 0.02], [-0.01, 0.32, 0.23], [0.10, -0.01, 0.23], [0.03, 0.66, -0.49], [0.05, -0.71, -0.36], [-0.18, -0.51, 0.06], [-0.15, 0.00, 0.06], [0.35, 0.56, 0.68], [-0.65, -0.14, 0.62], [-0.78, 0.21, -0.10], [0.85, -1.11, -0.14], [0.91, 0.88, -0.44], [0.18, 0.47, 0.24], [0.13, 0.07, -0.97], [0.23, 0.47, 0.42], [-0.27, -0.88, -0.77], [-0.17, -0.17, 0.74], [0.26, -0.47, -0.26], [-0.38, 0.53, 0.18], [0.09, 0.27, -0.17], [-0.60, -0.37, -0.15], [0.35, 0.39, -0.26], [0.25, 0.63, 0.08], [-0.59, -0.51, 0.08], [0.75, 0.85, 0.27], [0.05, -0.06, -0.20], [-0.04, -0.12, 0.27], [-0.25, -0.26, -0.07], [0.33, 0.08, 0.17], [-0.11, -0.46, 0.28], [-0.02, 0.00, 0.02], [-0.31, 0.36, 0.37], [0.59, -0.26, -0.18], [-0.01, 0.16, 0.11], [-0.16, 0.39, -0.43], [0.29, 0.01, 0.26], [-0.01, -0.29, 0.47], [-0.40, -0.44, -0.33], [-0.09, -0.36, 0.10]], "lowdin_charge": [1.05, -0.06, -0.56, -0.04, -0.05, -0.18, -0.09, -0.54, 0.83, -0.37, -0.22, -0.06, 0.03, -0.52, -0.05, -0.05, -0.04, 0.08, 0.10, 0.08, 0.09, 0.08, 0.09, 0.08, 0.09, 0.08, 0.09, 0.10, 0.10, 0.07, 0.08, 0.08, 0.08, 0.08, 0.09, 0.09, 0.09, -0.01, -0.15, 0.01, -0.26, 0.14, 0.09, 0.10, 0.09, 0.09, 0.08, 0.10, 0.20, -1.26, 0.01, 0.10, 0.18, 0.10, -0.57, -0.12, -0.03, -0.07, -0.23, -0.06, -0.20, -0.08, -0.42, 0.11, -0.08, 0.02, 0.00, -0.08, 0.00, 0.00, 0.08, 0.07, 0.08, 0.11, 0.13, 0.12, 0.12, 0.09, 0.07, 0.08, 0.12, 0.11, 0.10, 0.13], "e_above_lowest_kcal_mol": 0.00, "largest_force_ev_per_a": 2.2, "orbital_gap_ev": 7.6, "total_energy_ev": -132620.6998, "e_homo_ev": -8.2}